# 1
The following is a quantum chemistry calculation of one molecule with the formula C4H8S in a non-equilibrium geometry, from OMol25.

Properties
- HOMO energy: -0.314 Eh
- Structure (SMILES): CSC1CC1
- Strongest force on any atom: 2.8 eV/Å

```
! wB97M-V def2-TZVPD RIJCOSX def2/J DEFGRID3
* xyz 0 1
H 1.1359 1.1411 0.2308
H -0.8069 0.9589 -1.2812
H 2.8022 0.4065 0.8695
H -1.7469 -1.2827 -1.1523
H 2.6919 0.7128 -0.9046
H -0.5410 -0.6764 1.5697
C -0.3388 -0.6743 0.4824
H -1.3918 1.3239 0.3997
C -0.9997 0.5898 -0.2891
C 2.0489 0.4621 0.0007
C -1.6085 -0.7859 -0.1900
H -2.4641 -0.9641 0.4823
S 1.2188 -1.2117 -0.2177
*
```

Atomic partial charges in e from the natural (NBO) method, atoms 1 to 4:
1 H 0.247
2 H 0.233
3 H 0.216
4 H 0.224

---

# 2
The following is a quantum chemistry calculation of a 2-piece molecular cluster, C4H8S2 overall in a non-equilibrium geometry, from OMol25.

Properties
- HOMO energy: -0.294 Eh
- Structure (SMILES): CC1=C(S)C1.S
- Strongest force on any atom: 3.1 eV/Å

```
! wB97M-V def2-TZVPD RIJCOSX def2/J DEFGRID3
* xyz 0 1
H -0.3730 0.1598 -2.0957
H -1.7751 2.1202 0.1349
H 4.0223 -1.7895 -0.4326
H -1.9995 -0.7271 -1.6671
S 3.3632 -0.6393 -0.2998
H -2.4894 0.9473 1.4890
H -0.1901 -2.2667 1.6756
C -1.1246 -0.2602 -1.2689
C -0.6273 -1.0094 -0.0135
C -1.6325 1.2974 0.8953
S -0.1846 -2.6008 0.4036
C -1.2120 0.1646 0.0952
H 2.8168 -0.8763 -1.4724
H -0.6978 1.3978 1.4826
*
```

Atomic partial charges in e from the natural (NBO) method, atoms 1 to 4:
1 H 0.161
2 H 0.234
3 H 0.140
4 H 0.166

---

# 3
The following is a quantum chemistry calculation of C4H8S2 as an isolated structure in a non-equilibrium geometry, from OMol25.

Properties
- HOMO energy: -0.318 Eh
- Strongest force on any atom: 4.8 eV/Å

```
! wB97M-V def2-TZVPD RIJCOSX def2/J DEFGRID3
* xyz 0 1
C -1.9471 0.0067 0.3051
C -0.5432 -0.3221 0.8018
H 0.0499 0.6394 -1.1572
C 0.3037 -0.1406 -0.5043
H 2.1145 0.3429 0.8385
S -2.3023 1.5195 -0.1667
H -0.1863 0.2283 1.7990
H -0.2688 -1.4532 1.2621
S -3.0449 -1.1813 -0.2783
C 1.9805 -0.1049 -0.2500
H 2.4143 -1.2666 -0.3087
H 0.0743 -1.0936 -1.1974
H 2.6645 0.4551 -1.2838
H -1.3091 2.3704 0.1399
*
```

Atomic partial charges in e from the natural (NBO) method, atoms 1 to 4:
1 C -0.307
2 C -0.506
3 H 0.207
4 C -0.407

---

# 4
The following is a quantum chemistry calculation of one molecule with the formula C4H8S2 in a non-equilibrium geometry, from OMol25.

Properties
- HOMO energy: -0.323 Eh
- Structure (SMILES): CS[C@@H]1C[C@H]1S
- Strongest force on any atom: 2.9 eV/Å

```
! wB97M-V def2-TZVPD RIJCOSX def2/J DEFGRID3
* xyz 0 1
C -2.3986 0.1264 0.2603
H -2.1893 0.4180 1.4091
H 1.3752 1.7077 0.0486
H 1.1796 -0.9942 -1.5189
H -3.4055 -0.2708 0.0658
C 1.3910 -0.4145 -0.5865
S -1.2630 -1.1258 -0.2941
S 3.1375 -0.4922 0.0698
H 0.3196 -0.4478 1.4252
C 0.7312 0.9482 -0.4026
H 0.2058 1.3546 -1.2833
C 0.1460 -0.2377 0.3564
H -2.3956 1.0304 -0.3276
H 3.1660 -1.6021 0.7778
*
```

Atomic partial charges in e from the natural (NBO) method, atoms 1 to 4:
1 C -0.765
2 H 0.220
3 H 0.238
4 H 0.235

---

What are the lowest unoccupied orbital energy values for these records? In order: 1.079; 0.680; -0.450; 0.899 eV.
What are the ΔE to the lowest compared entry with this formula, charge and spin values for these records? In order: 30.65; 83.89; 89.16; 42.07 kcal per mole.